No. 1
Entry from the Open Molecules 2025 dataset: C4H7NOS as an isolated structure at a distorted geometry (ωB97M-V with the def2-TZVPD basis set).

Last column: Mulliken charge in e.
Positions of all 14 atoms, in Å:
C: 0.92 0.29 -0.82  0.125
C: 0.41 -1.06 -0.52  -0.591
C: -0.55 0.19 -0.28  -0.289
C: -2.04 0.10 1.48  -0.002
H: 2.44 1.83 -0.31  0.289
H: 2.70 0.00 0.11  0.270
H: 0.94 0.62 -1.85  0.301
H: 0.76 -1.54 0.41  0.320
H: 0.21 -1.64 -1.46  0.220
H: -1.38 0.20 -1.08  0.314
H: -2.23 0.55 2.43  0.348
N: 1.89 0.74 0.16  -0.697
O: -0.92 0.53 1.05  -0.294
S: -3.13 -0.79 0.68  -0.313

- Energy above the lowest of the compared OMol25 structures with the same formula, charge and spin: 85.3 kcal per mole
- Calculated total energy: -18630.851 eV
- Charge: 0
- Frontier orbital gap: 0.3413 Ha

No. 2
Entry from the Open Molecules 2025 dataset: C4H7NOS in the gas phase at a distorted geometry (ωB97M-V with the def2-TZVPD basis set).

Last column: Mulliken charge in e.
Positions of all 14 atoms, in Å:
N: -0.23 1.62 1.19  -0.601
C: 0.09 0.21 1.37  -0.503
C: 1.07 -0.12 0.20  -0.198
C: 0.94 -0.73 -0.99  -0.460
C: -0.37 -1.04 -1.67  0.353
O: -1.28 -0.27 -1.21  -0.336
S: -0.60 -2.19 -2.81  -0.325
H: -0.20 2.14 2.27  0.243
H: -1.24 2.00 0.65  0.239
H: -0.73 -0.42 1.41  0.314
H: 0.67 0.17 2.33  0.371
H: 2.14 0.02 0.57  0.176
H: 1.78 -0.88 -1.56  0.433
H: -2.04 -0.53 -1.75  0.292

- Energy above the lowest of the compared OMol25 structures with the same formula, charge and spin: 67.8 kcal per mole
- Calculated total energy: -18631.610 eV
- Charge: 0
- Frontier orbital gap: 0.3286 Ha
- SMILES string: NC/C=C\C(O)=S

No. 3
Entry from the Open Molecules 2025 dataset: C4H7NOS2 as an isolated structure at a distorted geometry (ωB97M-V with the def2-TZVPD basis set).

Last column: Mulliken charge in e.
Positions of all 15 atoms, in Å:
C: -1.92 2.24 -0.48  -0.967
C: -1.41 0.93 -0.11  0.507
C: 0.10 -1.06 -0.76  -0.620
C: 1.21 -0.90 0.33  0.057
H: -1.62 3.27 0.40  0.261
H: -3.14 2.16 -0.56  0.253
H: -1.46 2.67 -1.54  0.286
H: -0.80 -1.47 -0.50  0.434
H: 0.53 -1.67 -1.66  0.285
H: 1.23 -0.28 1.27  0.365
H: 3.84 -2.09 0.91  0.396
N: 2.33 -1.33 0.03  -0.338
O: 3.30 -1.05 1.14  -0.459
S: -1.53 0.07 1.24  -0.326
S: -0.29 0.42 -1.33  -0.135

- Energy above the lowest of the compared OMol25 structures with the same formula, charge and spin: 136.2 kcal per mole
- Calculated total energy: -29463.883 eV
- Charge: 0
- Frontier orbital gap: 0.3102 Ha

No. 4
Entry from the Open Molecules 2025 dataset: C4H7NS in the gas phase at a distorted geometry (ωB97M-V with the def2-TZVPD basis set).

Last column: Mulliken charge in e.
Positions of all 13 atoms, in Å:
H: -2.57 -0.03 0.72  0.280
N: -1.77 -0.68 0.59  -0.631
C: -0.72 0.10 0.14  0.654
C: -0.89 1.58 -0.40  -1.300
C: 0.89 -0.19 -0.14  0.089
C: 1.30 -1.53 0.34  -1.126
S: 2.36 0.57 -1.05  -0.155
H: -1.82 1.92 -0.48  0.488
H: -0.42 2.25 0.29  0.350
H: -0.33 1.65 -1.31  0.308
H: 2.33 -1.74 0.61  0.377
H: 0.61 -1.68 1.14  0.354
H: 1.04 -2.22 -0.44  0.312

- Energy above the lowest of the compared OMol25 structures with the same formula, charge and spin: 94.8 kcal per mole
- Calculated total energy: -16582.822 eV
- Charge: 0
- Frontier orbital gap (alpha / beta): 0.2642 / 0.2643 Ha
- SMILES string: [H]/N=C(\C)C(C)=S

No. 5
Entry from the Open Molecules 2025 dataset: C4H7NS in the gas phase at a distorted geometry (ωB97M-V with the def2-TZVPD basis set).

Last column: Mulliken charge in e.
Positions of all 13 atoms, in Å:
C: -2.85 -0.34 -0.24  -1.246
C: -1.56 -0.10 0.39  0.202
N: -0.84 1.15 0.05  -0.567
C: -0.24 -0.10 -0.35  -0.003
C: 0.98 -0.57 0.34  -0.466
S: 2.43 0.02 -0.13  -0.177
H: -3.07 -1.44 -0.26  0.282
H: -3.67 0.24 0.24  0.294
H: -2.74 0.02 -1.25  0.332
H: -1.54 -0.34 1.45  0.416
H: -0.39 1.48 0.85  0.273
H: -0.37 -0.44 -1.37  0.374
H: 0.81 -1.27 1.17  0.285

- Energy above the lowest of the compared OMol25 structures with the same formula, charge and spin: 51.5 kcal per mole
- Calculated total energy: -16584.700 eV
- Charge: 0
- Frontier orbital gap: 0.3079 Ha
- SMILES string: C[C@@H]1N[C@H]1C=S

No. 6
Entry from the Open Molecules 2025 dataset: C4H7NS in the gas phase at a distorted geometry (ωB97M-V with the def2-TZVPD basis set).

Last column: Mulliken charge in e.
Positions of all 13 atoms, in Å:
N: 1.84 -0.08 -0.05  -0.683
C: 0.45 -0.08 0.41  0.208
C: -0.25 1.22 0.05  -0.805
C: -1.58 1.11 -0.08  -0.092
S: -2.15 -0.49 0.09  -0.154
C: -0.43 -1.17 -0.13  -0.693
H: 1.82 -0.19 -1.07  0.250
H: 2.39 -0.88 0.30  0.245
H: 0.52 -0.01 1.49  0.318
H: 0.30 2.16 0.02  0.347
H: -2.26 1.89 -0.29  0.417
H: -0.24 -1.36 -1.16  0.324
H: -0.41 -2.12 0.42  0.318

- Energy above the lowest of the compared OMol25 structures with the same formula, charge and spin: 18.4 kcal per mole
- Calculated total energy: -16586.133 eV
- Charge: 0
- Frontier orbital gap: 0.3296 Ha
- SMILES string: N[C@H]1C=CSC1

No. 7
Entry from the Open Molecules 2025 dataset: C4H7NS in the gas phase at a distorted geometry (ωB97M-V with the def2-TZVPD basis set).

Last column: Mulliken charge in e.
Positions of all 13 atoms, in Å:
C: -3.21 0.09 0.05  -0.257
N: -1.99 0.36 -0.18  -0.308
S: -0.87 -0.92 0.14  -0.042
C: 0.63 0.02 -0.22  -0.116
C: 2.02 -0.40 -0.57  -0.445
C: 1.76 0.30 0.75  -0.494
H: -3.42 -0.82 0.63  0.221
H: -4.00 0.73 -0.44  0.238
H: 0.33 0.94 -0.87  0.274
H: 2.49 0.29 -1.24  0.225
H: 2.24 -1.47 -0.65  0.241
H: 2.12 1.27 0.98  0.238
H: 1.90 -0.38 1.61  0.225

- Energy above the lowest of the compared OMol25 structures with the same formula, charge and spin: 62.1 kcal per mole
- Calculated total energy: -16584.237 eV
- Charge: 0
- Frontier orbital gap: 0.3444 Ha
- SMILES string: C=NSC1CC1

No. 8
Entry from the Open Molecules 2025 dataset: C4H7NS in the gas phase at a distorted geometry (ωB97M-V with the def2-TZVPD basis set).

Last column: Mulliken charge in e.
Positions of all 13 atoms, in Å:
C: 2.24 -0.61 0.08  -0.814
S: 0.56 -1.05 -0.25  -0.083
C: -0.19 0.61 0.33  -0.639
C: -1.50 0.53 -0.45  -0.598
C: -2.51 -0.55 -0.13  0.223
N: -3.19 -1.39 0.25  -0.398
H: 2.27 0.17 0.86  0.249
H: 2.67 -0.13 -0.82  0.257
H: 2.86 -1.40 0.28  0.359
H: 0.28 1.52 -0.01  0.420
H: -0.23 0.39 1.39  0.410
H: -1.25 0.45 -1.52  0.333
H: -2.03 1.47 -0.01  0.279

- Energy above the lowest of the compared OMol25 structures with the same formula, charge and spin: 36.4 kcal per mole
- Calculated total energy: -16585.354 eV
- Charge: 0
- Frontier orbital gap: 0.3532 Ha
- SMILES string: CSCCC#N

No. 9
Entry from the Open Molecules 2025 dataset: C4H7NS in the gas phase at a distorted geometry (ωB97M-V with the def2-TZVPD basis set).

Last column: Mulliken charge in e.
Positions of all 13 atoms, in Å:
C: -1.16 0.57 0.23  -0.661
N: -0.79 0.03 -1.07  -0.398
C: 0.69 -0.63 -0.89  -0.357
C: 1.12 0.26 0.32  -0.178
S: 1.74 0.34 1.97  -0.149
C: -0.06 0.05 1.15  -0.110
H: -2.06 0.28 0.66  0.355
H: -1.34 1.68 0.28  0.229
H: -1.39 -0.82 -1.26  0.313
H: 1.65 -0.19 -1.60  0.241
H: 0.85 -1.80 -0.86  0.277
H: 0.87 1.29 -0.25  0.244
H: -0.13 -1.07 1.32  0.195

- Energy above the lowest of the compared OMol25 structures with the same formula, charge and spin: 127.9 kcal per mole
- Calculated total energy: -16581.384 eV
- Charge: 0
- Frontier orbital gap: 0.3418 Ha
- SMILES string: C1NC[C@@H]2S[C@@H]12

No. 10
Entry from the Open Molecules 2025 dataset: C4H7NS in the gas phase at a distorted geometry (ωB97M-V with the def2-TZVPD basis set).

Last column: Mulliken charge in e.
Positions of all 13 atoms, in Å:
C: -0.53 2.05 -0.01  -0.761
C: 0.29 1.03 0.01  0.042
N: 0.01 -0.37 0.04  0.040
C: 1.19 -1.25 0.00  -0.882
C: -1.21 -0.93 -0.04  0.044
S: -2.77 -0.32 0.01  -0.373
H: -0.11 3.05 -0.01  0.231
H: -1.62 1.95 0.00  0.203
H: 1.38 1.15 -0.02  0.296
H: 1.79 -1.02 0.89  0.362
H: 1.85 -1.06 -0.85  0.348
H: 0.86 -2.27 -0.02  0.255
H: -1.13 -2.01 -0.01  0.195

- Energy above the lowest of the compared OMol25 structures with the same formula, charge and spin: 30.1 kcal per mole
- Calculated total energy: -16585.627 eV
- Charge: 0
- Frontier orbital gap: 0.3245 Ha
- SMILES string: C=CN(C)C=S

No. 11
Entry from the Open Molecules 2025 dataset: C4H7NS in the gas phase at a distorted geometry (ωB97M-V with the def2-TZVPD basis set).

Last column: Mulliken charge in e.
Positions of all 13 atoms, in Å:
C: 0.39 -1.30 0.21  -1.068
C: -0.29 0.11 0.19  0.750
C: 0.55 1.00 -0.79  -1.158
S: -0.70 0.75 1.86  -0.251
C: -1.63 -0.05 -0.48  -0.021
N: -2.58 -0.30 -1.06  -0.421
H: -0.10 -2.14 0.76  0.298
H: 1.36 -1.01 0.65  0.350
H: 0.43 -1.50 -0.86  0.334
H: 0.62 0.47 -1.73  0.371
H: 1.53 1.28 -0.36  0.354
H: 0.00 1.97 -0.97  0.317
H: 0.42 0.71 2.59  0.146

- Energy above the lowest of the compared OMol25 structures with the same formula, charge and spin: 22.9 kcal per mole
- Calculated total energy: -16585.938 eV
- Charge: 0
- Frontier orbital gap: 0.3791 Ha
- SMILES string: CC(C)(S)C#N

No. 12
Entry from the Open Molecules 2025 dataset: C4H7NS3 as an isolated structure at a distorted geometry (ωB97M-V with the def2-TZVPD basis set).

Last column: Mulliken charge in e.
Positions of all 15 atoms, in Å:
C: -1.89 1.93 0.27  -0.866
C: 0.28 0.00 -0.25  0.553
C: 1.75 -0.14 -0.11  0.191
C: 2.15 -1.41 0.43  -1.026
H: -2.50 0.84 0.93  0.320
H: -2.70 2.17 -0.84  0.252
H: -1.75 3.01 0.80  0.282
H: -2.00 -2.17 -0.76  0.181
H: 3.13 -1.22 0.84  0.366
H: 1.95 -2.13 -0.31  0.315
H: 1.54 -1.58 1.44  0.259
N: -0.41 -1.09 -0.42  -0.364
S: -0.14 1.65 -0.28  -0.008
S: -2.05 -0.79 -0.82  -0.204
S: 2.65 0.94 -0.94  -0.251

- Energy above the lowest of the compared OMol25 structures with the same formula, charge and spin: 110.1 kcal per mole
- Calculated total energy: -38252.351 eV
- Charge: 0
- Frontier orbital gap: 0.2780 Ha

Question: Which formula does entry 10 have?
Answer: C4H7NS